# 1
This record from OMol25 describes 2 unconnected molecules or ions with the total composition C4H13N3 in a non-equilibrium geometry. The level of theory is the ωB97M-V functional and the def2-TZVPD basis.

XYZ file:
```
20
Properties=species:S:1:pos:R:3
C 0.301 -0.676 1.588
C 0.535 0.583 0.712
C 1.018 0.307 -0.707
N 2.393 -0.183 -0.612
N 1.439 -1.549 1.562
C -2.332 0.284 -1.136
N -1.602 1.511 -1.336
H -0.005 -0.319 2.599
H -0.592 -1.206 1.163
H -0.408 1.136 0.742
H 1.289 1.117 1.301
H 0.305 -0.400 -1.153
H 0.982 1.240 -1.272
H 2.387 -0.852 0.181
H 2.723 -0.623 -1.460
H 1.259 -2.394 2.096
H -3.276 0.375 -0.594
H -2.503 -0.243 -2.081
H -1.691 -0.380 -0.544
H -2.223 2.273 -1.050
```

The value obtained for the energy relative to the best compared isomer or geometry (same formula, charge and spin) is 46.5 kcal/mol. As for the multiplicity: 2. The value obtained for the orbital gap (spin up / spin down) is 0.183 / 0.149 Ha. Its strongest force on any atom is 0.0264 Eh/bohr. Its lowest unoccupied orbital energy (spin up / spin down) is 3.68 / 2.78 eV. The net charge is -1. Its HOMO energy (spin up / spin down) is -1.3 / -1.3 eV.


# 2
This record from OMol25 describes 2 unconnected molecules or ions with the total composition C3H10N2O in a non-equilibrium geometry. The level of theory is the ωB97M-V functional and the def2-TZVPD basis.

XYZ file:
```
16
Properties=species:S:1:pos:R:3
C -3.032 -1.326 -0.384
C -1.812 -0.741 -0.333
N -1.382 0.410 0.337
H -3.066 -2.352 -0.006
H -4.019 -1.061 -0.742
H -0.909 -1.233 -0.700
H -2.070 1.145 0.404
H -0.770 0.314 1.128
N 2.562 0.485 -0.806
C 1.933 0.904 0.444
O 1.719 -0.225 1.281
H 1.922 0.666 -1.569
H 3.398 1.024 -0.981
H 2.518 1.707 0.893
H 0.924 1.260 0.236
H 2.084 -0.977 0.800
```

The value obtained for the energy relative to the best compared isomer or geometry (same formula, charge and spin) is 83.9 kcal/mol. The value obtained for the orbital gap is 0.309 Ha. Its strongest force on any atom is 0.0572 Eh/bohr. Its lowest unoccupied orbital energy is 0.82 eV. Its HOMO energy is -7.6 eV.


# 3
This record from OMol25 describes a molecular structure, C50H48MgN4O2S2. The level of theory is the ωB97M-V functional and the def2-TZVPD basis.

XYZ file:
```
107
Properties=species:S:1:pos:R:3
Mg -0.806 0.185 -1.521
C 1.506 -6.573 3.092
C 0.812 -5.322 2.639
C 1.210 -4.671 1.475
C 0.581 -3.512 1.046
C -0.455 -3.001 1.808
C -0.893 -3.639 2.960
C -0.253 -4.794 3.368
S -1.298 -1.520 1.311
O -0.670 -1.145 -0.027
C -0.786 -0.345 2.547
C -1.880 0.290 3.178
C -1.660 1.249 4.122
C -0.343 1.629 4.463
C -0.097 2.647 5.419
C 1.179 3.013 5.726
C 2.276 2.382 5.094
C 2.073 1.400 4.171
C 0.755 0.992 3.830
C 0.518 -0.023 2.862
C 1.692 -0.666 2.196
C 2.426 -1.700 2.856
C 2.080 -2.165 4.147
C 2.811 -3.151 4.748
C 3.916 -3.727 4.088
C 4.266 -3.303 2.838
C 3.532 -2.281 2.192
C 3.876 -1.846 0.885
C 3.186 -0.844 0.277
C 2.113 -0.236 0.966
S 1.219 1.114 0.238
O 1.124 0.758 -1.251
C 2.332 2.467 0.401
C 3.565 2.525 -0.241
C 4.370 3.628 -0.040
C 3.966 4.676 0.795
C 4.846 5.877 0.980
C 2.727 4.595 1.420
C 1.901 3.499 1.222
H 2.552 -6.572 2.785
H 1.034 -7.455 2.656
H 1.465 -6.679 4.175
H 2.040 -5.066 0.901
H 0.914 -2.989 0.159
H -1.712 -3.234 3.544
H -0.577 -5.289 4.275
H -2.889 0.006 2.905
H -2.492 1.736 4.615
H -0.940 3.125 5.900
H 1.361 3.789 6.458
H 3.283 2.685 5.347
H 2.918 0.926 3.689
H 1.235 -1.726 4.663
H 2.545 -3.492 5.739
H 4.489 -4.501 4.581
H 5.116 -3.738 2.326
H 4.708 -2.321 0.381
H 3.436 -0.515 -0.722
H 3.885 1.728 -0.898
H 5.331 3.685 -0.534
H 5.899 5.608 0.917
H 4.667 6.357 1.941
H 4.647 6.615 0.200
H 2.399 5.401 2.064
H 0.928 3.447 1.696
C -0.152 0.621 -4.779
N -0.772 0.981 -3.493
C -0.909 2.250 -3.253
C -1.433 2.746 -2.032
C -1.573 4.069 -1.611
C -2.065 4.013 -0.306
C -2.188 2.659 0.005
N -1.821 1.874 -1.026
C -1.165 0.653 -5.898
C -1.416 1.811 -6.624
C -2.408 1.835 -7.595
C -3.156 0.698 -7.859
C -2.898 -0.473 -7.158
C -1.909 -0.489 -6.186
H 0.241 -0.395 -4.693
H 0.699 1.274 -4.983
H -0.582 2.995 -3.980
H -1.346 4.950 -2.191
H -2.307 4.841 0.338
H -2.518 2.227 0.940
H -0.824 2.700 -6.445
H -2.587 2.741 -8.158
H -3.916 0.714 -8.629
H -3.443 -1.377 -7.401
H -1.663 -1.419 -5.680
N -5.392 -1.824 -3.091
C -4.166 -2.148 -3.908
C -2.936 -2.062 -3.014
N -2.816 -0.766 -2.355
C -4.011 -0.450 -1.575
C -5.275 -0.477 -2.419
H -5.520 -2.544 -2.376
H -6.224 -1.852 -3.682
H -4.124 -1.407 -4.707
H -4.305 -3.139 -4.338
H -2.055 -2.250 -3.626
H -2.964 -2.843 -2.248
H -2.662 -0.042 -3.062
H -3.892 0.542 -1.140
H -4.089 -1.167 -0.750
H -5.235 0.260 -3.222
H -6.177 -0.320 -1.831
```

The value obtained for the energy relative to the best compared isomer or geometry (same formula, charge and spin) is 15.5 kcal/mol. The value obtained for the orbital gap is 0.266 Ha. Its strongest force on any atom is 0.0063 Eh/bohr. Its lowest unoccupied orbital energy is -4.79 eV. The net charge is +2. Its HOMO energy is -12.0 eV.


# 4
This record from OMol25 describes a molecular structure, C26H48AsCl3MoN2O10P2S3Si in a non-equilibrium geometry. The level of theory is the ωB97M-V functional and the def2-TZVPD basis.

XYZ file:
```
97
Properties=species:S:1:pos:R:3
Mo 1.562 -0.644 -0.304
C -3.546 0.692 2.772
C -2.718 1.959 2.769
C -3.469 3.142 2.181
O -1.438 1.708 2.109
P -0.998 1.839 0.620
O 0.351 1.259 0.405
C -2.232 1.210 -0.558
P -1.350 0.420 -1.932
O -0.203 -0.472 -1.640
O -0.879 1.625 -2.831
C -1.801 2.407 -3.656
C -1.611 3.866 -3.306
C -1.502 2.092 -5.104
O -2.476 -0.319 -2.750
C -2.558 -1.782 -2.852
C -3.699 -2.256 -1.978
C -2.720 -2.123 -4.314
O -1.097 3.374 0.229
C -0.038 4.394 0.279
C 1.093 4.094 -0.692
C 0.444 4.584 1.706
H -4.421 0.833 3.408
H -2.957 -0.142 3.149
H -3.885 0.447 1.762
H -2.419 2.193 3.785
H -3.831 2.916 1.173
H -2.838 4.029 2.129
H -4.329 3.362 2.816
H -2.781 2.055 -0.968
H -2.899 0.483 -0.101
H -2.824 2.101 -3.430
H -0.610 4.197 -3.595
H -1.731 4.027 -2.231
H -2.349 4.469 -3.839
H -0.455 2.315 -5.322
H -2.139 2.696 -5.754
H -1.684 1.036 -5.311
H -1.616 -2.195 -2.498
H -4.637 -1.793 -2.294
H -3.510 -1.996 -0.932
H -3.796 -3.342 -2.047
H -3.551 -1.561 -4.748
H -2.918 -3.192 -4.421
H -1.806 -1.889 -4.862
H -0.566 5.284 -0.054
H 1.815 3.410 -0.249
H 1.608 5.025 -0.942
H 0.710 3.646 -1.612
H 0.935 3.676 2.062
H -0.386 4.826 2.375
H 1.173 5.394 1.738
C -2.190 -7.515 0.893
C -1.799 -6.078 1.122
C -1.718 -5.190 0.050
C -1.345 -3.874 0.244
C -1.063 -3.433 1.531
C -1.119 -4.298 2.613
C -1.488 -5.619 2.399
S -0.667 -1.740 1.788
O -1.494 -1.008 0.867
O -0.820 -1.459 3.188
N 0.894 -1.591 1.308
C 1.854 -2.038 2.350
C 3.229 -1.596 1.925
O 4.174 -1.649 2.681
O 3.288 -1.166 0.684
H -2.975 -7.594 0.138
H -2.543 -7.981 1.812
H -1.331 -8.087 0.532
H -1.949 -5.538 -0.953
H -1.263 -3.185 -0.590
H -0.897 -3.927 3.607
H -1.533 -6.302 3.241
H 1.858 -3.127 2.436
H 1.610 -1.609 3.315
C 5.695 1.265 3.641
As 5.100 1.418 1.816
C 6.000 3.034 1.246
C 6.033 0.085 0.788
S 3.035 1.773 1.709
H 6.775 1.400 3.695
H 5.408 0.291 4.029
H 5.191 2.050 4.195
H 7.054 2.999 1.526
H 5.513 3.879 1.725
H 5.905 3.133 0.166
H 7.058 0.433 0.660
H 5.539 -0.026 -0.173
H 5.999 -0.862 1.319
Cl 4.038 -2.910 -2.360
Si 2.144 -2.693 -1.580
Cl 1.883 -4.388 -0.383
Cl 0.892 -3.088 -3.211
S 4.028 2.515 -2.694
C 3.127 1.385 -2.056
N 2.445 0.535 -1.578
```

The value obtained for the energy relative to the best compared isomer or geometry (same formula, charge and spin) is 2.9 kcal/mol. As for the multiplicity: 3. The value obtained for the orbital gap (spin up / spin down) is 0.232 / 0.259 Ha. Its strongest force on any atom is 0.0293 Eh/bohr. Its lowest unoccupied orbital energy (spin up / spin down) is -1.39 / -0.66 eV. Its HOMO energy (spin up / spin down) is -7.7 / -7.7 eV.


# 5
This record from OMol25 describes 2 unconnected molecules or ions with the total composition C4H11N3O2 in a non-equilibrium geometry. The level of theory is the ωB97M-V functional and the def2-TZVPD basis.

XYZ file:
```
20
Properties=species:S:1:pos:R:3
C -0.469 -1.107 -2.471
N -0.933 -0.922 -1.093
C -1.480 0.177 -0.771
N -1.577 1.362 -1.477
N -2.050 0.300 0.516
H -0.961 -0.430 -3.160
H -0.961 -2.057 -2.753
H 0.595 -1.291 -2.601
H -0.776 1.583 -2.041
H -1.915 2.082 -0.870
H -2.313 -0.540 1.009
H -1.392 0.755 1.131
C 2.647 0.656 2.036
C 1.500 -0.120 1.447
O 0.863 -0.983 1.985
O 1.305 0.206 0.143
H 2.280 1.384 2.755
H 3.115 1.248 1.261
H 3.349 0.011 2.561
H 0.862 -0.556 -0.297
```

The value obtained for the energy relative to the best compared isomer or geometry (same formula, charge and spin) is 20.9 kcal/mol. The value obtained for the orbital gap is 0.364 Ha. Its strongest force on any atom is 0.0482 Eh/bohr. Its lowest unoccupied orbital energy is 0.75 eV. Its HOMO energy is -9.2 eV.


# 6
This record from OMol25 describes a molecular structure, C27H43BrN4OS. The level of theory is the ωB97M-V functional and the def2-TZVPD basis.

XYZ file:
```
77
Properties=species:S:1:pos:R:3
C 3.078 0.482 1.590
C 2.735 -0.214 0.255
C 2.053 -1.580 0.373
C 0.925 -1.678 1.395
C 0.194 -3.017 1.291
C -0.743 -3.111 0.079
C -2.206 -2.729 0.384
C -2.756 -1.559 -0.471
C -2.472 -0.221 0.167
C -3.300 0.071 1.307
C -3.226 1.192 2.058
C -4.161 1.429 3.207
C -5.388 2.314 2.944
C -6.142 1.987 1.649
Br -4.985 4.223 3.050
C -2.196 2.104 1.699
N -1.873 3.222 2.342
S -0.631 3.856 1.556
N -0.419 2.773 0.400
C -1.352 1.831 0.565
C -1.511 0.660 -0.245
C -0.638 0.375 -1.454
C -0.014 1.555 -2.185
O -0.956 2.547 -2.567
H 3.003 -0.182 2.449
H 4.104 0.850 1.561
H 2.447 1.357 1.741
H 2.133 0.468 -0.345
H 3.665 -0.354 -0.296
H 2.798 -2.358 0.564
H 1.634 -1.809 -0.615
H 1.352 -1.594 2.397
H 0.225 -0.843 1.282
H 0.955 -3.801 1.209
H -0.368 -3.231 2.202
H -0.729 -4.144 -0.269
H -0.354 -2.516 -0.751
H -2.840 -3.593 0.195
H -2.287 -2.426 1.428
H -2.361 -1.630 -1.484
H -3.838 -1.683 -0.548
H -4.051 -0.665 1.577
H -4.563 0.461 3.520
H -3.612 1.827 4.061
H -6.060 2.154 3.782
H -6.406 2.900 1.121
H -7.070 1.466 1.878
H -5.548 1.375 0.974
H 0.145 -0.321 -1.143
H -1.250 -0.155 -2.189
H 0.464 1.174 -3.091
H 0.754 2.023 -1.570
H -1.844 2.247 -2.362
C 2.613 5.177 0.107
C 3.600 5.581 -0.980
C 3.440 4.730 -2.247
C 3.661 3.315 -1.955
N 3.839 2.219 -1.664
H 2.770 4.144 0.422
H 2.721 5.811 0.987
H 1.585 5.268 -0.252
H 4.621 5.486 -0.606
H 3.454 6.629 -1.247
H 4.147 5.039 -3.018
H 2.433 4.840 -2.654
C 2.223 -3.886 -2.595
C 2.947 -4.896 -1.713
C 2.337 -6.303 -1.791
C 0.942 -6.298 -1.352
N -0.149 -6.296 -0.995
H 1.184 -3.764 -2.283
H 2.703 -2.910 -2.532
H 2.230 -4.199 -3.641
H 2.929 -4.555 -0.677
H 3.995 -4.960 -2.010
H 2.890 -6.997 -1.157
H 2.374 -6.683 -2.813
```

The value obtained for the orbital gap is 0.307 Ha. Its strongest force on any atom is 0.0144 Eh/bohr. Its lowest unoccupied orbital energy is -0.25 eV. Its HOMO energy is -8.6 eV.


Number 3 is which compound?
C50H48MgN4O2S2